(1)
Formula: C6H20ClI2OP2Ru
Source: the OMol25 dataset
Level of theory: wB97M-V/def2-TZVPD

As for the spin multiplicity: 5. For the total energy, the calculation gives -58444.6004 eV. The LUMO energy (spin up / spin down) comes out at -14.46 / -14.42 eV. Its expectation value of S² is 6.037. For the max |F|, the calculation gives 0.0694 Eh/bohr. Its total charge is +3. For the HOMO-LUMO gap (spin up / spin down), the calculation gives 2.925 / 5.749 eV.

Positions of all 33 atoms, in Å:
I: -0.031 -1.687 -3.463
I: 0.007 1.165 -4.013
Ru: -0.025 -0.691 0.967
P: -1.705 0.343 0.120
C: -2.418 0.186 -1.528
C: -2.502 -0.966 1.185
H: -3.326 -0.440 1.673
H: -3.373 1.895 0.953
H: -1.853 -1.359 1.991
H: -1.738 2.253 1.617
H: -2.072 -0.752 -1.992
H: -2.875 -1.800 0.587
C: -2.300 1.954 0.723
H: -3.513 0.216 -1.485
H: -2.133 2.703 -0.065
H: -2.019 0.999 -2.153
P: 1.705 0.305 0.141
C: 2.391 0.115 -1.506
C: 2.303 1.884 0.774
H: 1.851 -1.307 2.084
H: 3.349 -0.502 1.609
H: 2.780 -1.912 0.653
C: 2.466 -1.013 1.201
H: 1.738 2.174 1.664
H: 3.366 1.800 1.022
H: 3.484 0.098 -1.467
H: 2.023 0.936 -2.137
H: 2.161 2.651 0.007
H: 2.016 -0.808 -1.978
Cl: -0.028 0.449 2.933
O: -0.189 -2.729 0.088
H: 0.087 -2.843 -0.849
H: 0.373 -3.317 0.643

***

(2)
Formula: C30H50BrClF2NO12PS
Source: the OMol25 dataset
Level of theory: wB97M-V/def2-TZVPD

For the total energy, the calculation gives -166089.9006 eV. The LUMO energy comes out at 0.07 eV. Its structure (SMILES) is C#CCCC[C@@H]1[C@@](Cl)([C@@H](C)CCC)[C@@H](CCCN)S(=O)(=O)O[C@@]1(Br)CCCP(=O)(OCC)OCC.O=C1OC[C@@H](F)O1.O=C1OC[C@@H](F)O1. For the max |F|, the calculation gives 0.1935 Eh/bohr. For the HOMO-LUMO gap, the calculation gives 9.211 eV.

Positions of all 99 atoms, in Å:
C: -4.368 -2.195 -0.879
C: -3.255 -1.937 -1.736
C: -2.072 -1.493 -2.831
C: -2.182 0.137 -2.968
C: -0.785 0.948 -2.588
C: -0.264 0.732 -1.053
C: -0.927 1.657 0.102
Cl: -0.121 3.360 0.294
C: -2.533 2.000 -0.045
C: -3.243 2.431 1.407
C: -2.915 3.125 -1.156
C: -3.687 4.468 -0.654
C: -2.710 5.604 0.066
C: -0.564 0.887 1.545
C: -1.416 -0.493 1.790
C: -1.460 -0.969 3.388
C: -2.706 -2.066 3.589
N: -2.211 -3.284 4.374
S: 1.250 0.382 1.493
O: 1.904 1.064 2.759
O: 1.472 -1.162 1.736
O: 2.073 0.998 0.150
C: 1.399 0.777 -1.126
Br: 2.075 2.280 -2.332
C: 1.934 -0.721 -1.646
C: 3.554 -0.808 -1.855
C: 4.425 -1.110 -0.501
P: 6.102 -0.205 -0.634
O: 5.815 1.351 -0.929
O: 7.056 -0.246 0.844
C: 6.852 0.980 1.632
C: 7.275 0.676 3.220
O: 7.140 -0.754 -1.919
C: 6.912 -2.166 -2.264
C: 7.270 -3.235 -1.074
H: -5.487 -2.187 -0.463
H: -1.018 -1.811 -2.430
H: -2.383 -2.028 -3.840
H: -3.135 0.542 -2.432
H: -2.348 0.354 -4.131
H: 0.025 0.445 -3.309
H: -0.805 2.087 -2.944
H: -0.494 -0.415 -0.810
H: -3.049 0.953 -0.301
H: -4.411 2.498 1.164
H: -2.806 3.419 1.856
H: -3.157 1.609 2.232
H: -3.644 2.598 -1.941
H: -1.999 3.506 -1.820
H: -4.694 4.281 -0.053
H: -4.057 5.013 -1.654
H: -1.690 5.585 -0.508
H: -2.630 5.493 1.227
H: -3.199 6.678 -0.119
H: -0.779 1.626 2.449
H: -1.042 -1.382 1.087
H: -2.563 -0.349 1.490
H: -1.747 -0.036 4.071
H: -0.481 -1.505 3.739
H: -3.588 -1.604 4.213
H: -3.178 -2.375 2.542
H: -2.695 -4.164 4.051
H: -2.417 -3.134 5.391
H: 1.433 -1.069 -2.643
H: 1.654 -1.553 -0.837
H: 3.742 -1.739 -2.580
H: 4.045 0.109 -2.389
H: 4.650 -2.262 -0.460
H: 3.913 -0.812 0.506
H: 7.538 1.847 1.196
H: 5.723 1.320 1.680
H: 8.296 0.092 3.278
H: 7.289 1.726 3.743
H: 6.363 0.043 3.652
H: 7.651 -2.414 -3.166
H: 5.824 -2.372 -2.703
H: 6.319 -3.876 -0.839
H: 8.121 -3.963 -1.482
H: 7.701 -2.652 -0.145
O: -2.393 2.055 -5.619
C: -1.305 1.852 -6.132
O: -0.367 0.993 -5.628
C: 0.681 0.945 -6.576
C: 0.519 2.236 -7.303
F: 0.903 2.114 -8.593
O: -0.873 2.458 -7.273
H: 0.543 0.073 -7.225
H: 1.653 0.865 -6.082
H: 1.036 3.081 -6.837
O: -5.572 -3.589 3.461
C: -5.662 -3.564 4.677
O: -4.854 -4.277 5.521
C: -5.193 -3.873 6.833
C: -6.583 -3.363 6.666
F: -6.837 -2.360 7.536
O: -6.584 -2.830 5.361
H: -4.494 -3.098 7.166
H: -5.139 -4.716 7.528
H: -7.357 -4.134 6.749

***

(3)
Formula: C16H24AsN5O3ReS5
Source: the OMol25 dataset
Level of theory: wB97M-V/def2-TZVPD

As for the spin multiplicity: 2. For the total energy, the calculation gives -147705.8498 eV. The LUMO energy (spin up / spin down) comes out at -8.87 / -8.74 eV. Its expectation value of S² is 1.237. For the max |F|, the calculation gives 0.0240 Eh/bohr. Its total charge is +2. For the HOMO-LUMO gap (spin up / spin down), the calculation gives 5.536 / 5.994 eV.

Positions of all 55 atoms, in Å:
Re: -0.222 -0.373 0.454
S: -3.638 -2.117 -1.653
As: -2.082 -3.055 -0.842
S: 0.023 -1.328 -1.645
S: -1.483 -1.966 1.182
S: -1.162 -4.804 -0.973
C: -1.487 2.145 5.468
C: -1.803 0.762 4.934
N: -1.371 0.703 3.537
C: -0.278 1.321 3.100
N: 0.125 1.050 1.820
C: 1.202 1.867 1.241
C: 2.284 2.125 2.275
C: 1.624 2.850 3.427
N: 0.403 2.156 3.868
C: -0.016 2.445 5.255
H: -1.703 2.192 6.534
H: -2.108 2.890 4.971
H: -2.869 0.548 4.957
H: -1.284 -0.011 5.505
H: -1.843 0.088 2.893
H: 0.787 2.801 0.851
H: 1.607 1.322 0.364
H: 3.078 2.744 1.858
H: 2.712 1.183 2.609
H: 1.346 3.869 3.146
H: 2.282 2.913 4.293
H: 0.200 3.500 5.426
H: 0.618 1.858 5.922
C: 2.160 -5.063 1.037
C: 2.855 -4.649 -0.250
C: 3.278 -3.154 -0.286
C: 4.125 -2.853 -1.542
C: 4.521 -1.392 -1.674
C: 4.111 -2.913 0.957
O: 5.197 -3.388 1.107
N: 3.517 -2.170 1.978
C: 2.315 -1.539 1.936
O: 1.828 -0.950 2.868
N: 1.629 -1.527 0.678
C: 2.052 -2.288 -0.294
O: 1.403 -2.314 -1.418
H: 1.869 -6.111 0.983
H: 1.247 -4.494 1.221
H: 2.816 -4.958 1.902
H: 2.237 -4.834 -1.130
H: 3.781 -5.212 -0.373
H: 3.564 -3.195 -2.412
H: 5.009 -3.485 -1.456
H: 3.651 -0.738 -1.789
H: 5.142 -1.244 -2.554
H: 5.100 -1.052 -0.813
H: 4.023 -2.117 2.856
S: -3.001 1.297 -0.864
C: -1.817 0.604 -0.245

***

(4)
Formula: C36H78BIN2O15P3
Source: the OMol25 dataset
Level of theory: wB97M-V/def2-TZVPD

For the total energy, the calculation gives -108939.2643 eV. The LUMO energy comes out at 2.04 eV. For the max |F|, the calculation gives 0.0207 Eh/bohr. Its total charge is -1. For the HOMO-LUMO gap, the calculation gives 7.058 eV.

Positions of all 136 atoms, in Å:
C: 1.677 3.596 -0.394
C: 0.201 3.500 -0.728
O: -0.091 2.543 -1.716
P: -0.413 0.932 -1.221
C: -0.733 -0.863 -0.641
C: -1.569 -1.181 0.593
C: -2.855 -1.972 0.302
C: -3.875 -1.738 1.398
N: -5.132 -2.564 1.292
C: -5.350 -3.239 0.019
C: -6.233 -1.860 1.741
C: -6.055 -1.275 3.118
O: -7.263 -1.771 1.113
P: -2.645 1.751 -0.932
P: -2.932 2.682 1.001
O: -3.024 4.164 0.977
O: -1.790 2.203 2.026
O: -4.202 1.956 1.691
O: 1.185 0.418 -1.737
C: 1.458 0.267 -3.022
I: 3.095 1.775 -3.529
C: 2.111 -1.100 -3.232
C: 2.888 -1.445 -4.507
N: 4.324 -1.604 -4.217
C: 0.081 0.507 -3.814
C: 0.075 1.752 -4.727
C: -1.183 1.966 -5.578
C: -2.503 1.881 -4.836
O: -1.014 3.269 -6.167
B: -0.344 -0.764 -4.694
O: 0.242 -0.871 -5.933
C: -1.448 -1.822 -4.291
C: -0.885 -3.161 -3.762
O: -0.917 0.643 -2.814
H: 2.268 3.927 -1.252
H: 2.070 2.639 -0.042
H: 1.802 4.340 0.401
H: -0.366 3.272 0.188
H: -0.183 4.465 -1.077
H: 0.048 1.274 0.086
H: -1.136 -1.425 -1.493
H: 0.285 -1.225 -0.472
H: -1.011 -1.825 1.275
H: -1.800 -0.280 1.166
H: -2.610 -3.040 0.281
H: -3.247 -1.698 -0.683
H: -3.391 -1.975 2.356
H: -4.117 -0.679 1.425
H: -4.569 -3.984 -0.130
H: -5.375 -2.556 -0.837
H: -6.308 -3.754 0.068
H: -7.039 -1.222 3.584
H: -5.371 -1.872 3.720
H: -5.651 -0.263 3.039
H: -3.418 0.595 -0.667
H: -1.548 2.956 2.593
H: -4.916 1.885 1.038
H: 1.292 -1.813 -3.059
H: 2.802 -1.217 -2.392
H: 2.468 -2.355 -4.952
H: 2.762 -0.663 -5.255
H: 4.537 -2.578 -4.038
H: 4.876 -1.336 -5.022
H: 0.213 2.640 -4.106
H: 0.923 1.681 -5.409
H: -1.183 1.242 -6.407
H: -3.310 2.240 -5.491
H: -2.749 0.857 -4.553
H: -2.471 2.470 -3.918
H: -1.891 3.625 -6.351
H: -0.024 -1.670 -6.401
H: -2.037 -2.040 -5.195
H: -2.133 -1.384 -3.561
H: -0.721 -3.125 -2.684
H: 0.074 -3.426 -4.224
H: -1.577 -3.981 -3.969
C: -7.238 -8.311 -0.236
C: -7.051 -7.067 -1.075
O: -6.167 -6.278 -0.854
C: -8.037 -6.862 -2.202
H: -6.478 -8.348 0.539
H: -8.231 -8.310 0.219
H: -7.171 -9.201 -0.865
H: -9.053 -6.816 -1.807
H: -7.995 -7.705 -2.895
H: -7.805 -5.940 -2.727
C: 1.184 1.561 3.890
C: 1.187 2.950 4.479
O: 0.522 3.844 4.008
C: 2.085 3.178 5.675
H: 0.524 1.531 3.025
H: 2.197 1.282 3.594
H: 0.841 0.844 4.640
H: 3.117 2.999 5.369
H: 1.835 2.482 6.478
H: 1.974 4.202 6.027
C: 5.538 -0.304 3.303
C: 5.534 1.006 4.041
O: 4.714 1.867 3.820
C: 6.640 1.214 5.051
H: 4.698 -0.345 2.617
H: 6.461 -0.399 2.729
H: 5.488 -1.134 4.010
H: 7.611 1.123 4.562
H: 6.593 0.440 5.820
H: 6.546 2.195 5.508
C: 6.545 1.946 -0.470
C: 7.202 0.589 -0.500
O: 6.974 -0.246 0.346
C: 8.144 0.319 -1.648
H: 5.886 2.024 0.391
H: 7.305 2.730 -0.429
H: 5.968 2.105 -1.382
H: 8.956 1.048 -1.644
H: 7.614 0.432 -2.596
H: 8.548 -0.686 -1.568
C: 4.482 6.150 2.128
C: 4.005 6.920 0.917
O: 3.779 6.373 -0.132
C: 3.808 8.409 1.102
H: 4.575 5.098 1.874
H: 5.444 6.540 2.468
H: 3.773 6.268 2.949
H: 4.747 8.878 1.405
H: 3.081 8.594 1.894
H: 3.458 8.849 0.172
C: -2.698 -4.077 4.508
C: -1.345 -3.499 4.161
O: -0.967 -3.415 3.020
C: -0.501 -3.013 5.314
H: -3.212 -4.378 3.599
H: -2.582 -4.935 5.173
H: -3.297 -3.334 5.039
H: -0.300 -3.834 6.007
H: -1.034 -2.239 5.869
H: 0.432 -2.613 4.932

***

Number 1 is which compound? C6H20ClI2OP2Ru

***

Which value of max |F| does entry 4 give? 0.0207 Eh/bohr